Entry 1:
Computed, not measured: a structure of composition C47H45CaGeIN10O2Se, with ωB97M-V with the def2-TZVPD basis set.

## Properties
orbital gap = 4.7866 eV
largest force on an atom = 2.5 eV/Å
LUMO = -1.20 eV
E_tot = -216862.716 eV
energy above the lowest of the compared OMol25 structures with the same formula, charge and spin = 220.8 kcal per mole

```
108
Properties=species:S:1:pos:R:3:forces:R:3
Ca -0.277537 0.406164 -0.310292 1.6 1.9 -0.4
C -0.548713 -2.587275 4.658751 0.0 0.0 0.0
C 0.835116 -2.115199 4.300501 0.0 -0.2 0.1
N 1.837992 -2.611282 5.020269 0.0 0.1 -0.1
C 3.060706 -2.192429 4.635417 0.0 0.0 0.1
C 3.377769 -1.399989 3.563655 0.0 0.1 -0.2
C 4.800521 -0.919777 3.437538 0.0 0.1 0.0
O 4.871545 0.504045 3.349131 -0.1 0.0 -0.1
C 2.323300 -0.875281 2.711597 0.0 -0.3 0.1
C 2.442344 -0.093370 1.565514 0.1 0.3 0.1
N 2.488538 -0.176612 -0.857829 -0.3 0.3 0.2
C 3.039345 0.105474 -2.099686 0.1 -0.1 0.0
C 4.424145 0.340173 -2.214558 0.0 0.0 -0.1
C 5.020560 0.685941 -3.411162 0.0 0.0 0.0
C 4.275500 0.797809 -4.573557 -0.1 0.0 0.0
C 2.913657 0.562649 -4.499471 0.1 0.0 0.0
C 2.303365 0.230001 -3.296576 0.1 0.0 0.0
I 0.212187 0.077779 -3.467448 0.0 0.0 -0.1
C 1.060585 -1.233846 3.266154 -0.2 0.2 -0.3
O -0.099155 -0.787665 2.521973 -0.1 -0.1 0.1
H -0.441037 -3.489950 5.255209 0.0 0.0 0.0
H -1.147081 -2.814901 3.774840 0.0 0.0 0.0
H -1.098452 -1.857424 5.261360 0.0 0.0 0.0
H 3.875548 -2.518487 5.275934 0.0 0.0 0.0
H 5.316879 -1.376956 2.594523 0.0 0.0 -0.1
H 5.344894 -1.198374 4.341495 0.0 0.0 0.0
H 4.103081 0.773978 2.817639 0.0 0.0 -0.1
H 1.543793 0.453576 1.285622 -0.1 -0.1 0.1
H 5.047975 0.205251 -1.346565 0.0 0.0 0.0
H 6.091165 0.845935 -3.430993 0.0 0.0 0.0
H 4.734907 1.053781 -5.517698 0.0 0.0 0.0
H 2.306179 0.646733 -5.391008 0.0 0.0 0.0
C -2.824754 3.439865 1.709035 -0.1 0.0 0.0
C -4.136699 3.072850 1.361016 0.0 0.0 0.0
C -4.372315 1.877249 0.741303 0.0 0.0 0.0
C -3.304111 0.983401 0.462794 -0.2 -0.4 -0.1
N -2.046706 1.378905 0.754058 -0.4 0.4 0.5
C -1.829852 2.570693 1.360676 -0.2 -0.3 -0.1
N -3.662561 -0.232368 -0.059274 0.1 0.1 0.0
C -2.842364 -1.230595 -0.377652 -0.1 -0.1 0.1
N -1.516811 -1.308293 -0.278180 -0.3 -0.8 0.0
C -1.037400 -2.551593 -0.785621 -0.3 0.2 0.1
N 0.148386 -2.980019 -0.927775 0.3 0.1 -0.1
C 1.380923 -2.276862 -0.711516 -0.4 0.0 -0.1
C 2.462495 -3.065491 -0.452787 0.3 -0.1 0.1
C 3.787866 -2.645899 -0.049023 -0.1 -0.1 -0.1
C 4.237107 -1.432813 0.309103 -0.1 0.1 0.1
C 3.372574 -0.206503 0.373339 0.0 -0.1 -0.1
N 1.312339 -0.930305 -0.823456 0.0 -1.0 0.0
C -2.253489 -3.318843 -1.175253 0.2 -0.1 0.0
C -2.398444 -4.582485 -1.714902 0.0 0.0 0.0
C -3.687978 -5.011179 -2.008111 0.0 0.0 0.0
C -4.794923 -4.194189 -1.772436 0.0 0.0 0.0
C -4.640503 -2.922710 -1.233433 0.0 0.0 0.0
C -3.354697 -2.508686 -0.938970 -0.1 0.1 0.0
H -2.598939 4.383198 2.185157 0.0 0.0 0.0
H -4.962719 3.739627 1.575111 0.0 0.0 0.0
H -5.367221 1.562181 0.461182 0.0 0.0 0.0
H -0.789222 2.817829 1.568313 0.0 0.0 -0.1
H 2.285673 -4.128731 -0.539796 0.0 0.0 0.0
H 4.521456 -3.447076 -0.042634 0.0 0.0 0.0
H 5.292931 -1.306614 0.513331 0.0 0.0 0.0
H 4.009450 0.680311 0.279328 0.0 0.0 0.0
H -1.532420 -5.203172 -1.900232 0.0 0.0 0.0
H -3.840108 -5.995839 -2.431312 0.0 0.0 0.0
H -5.784536 -4.557723 -2.017127 0.0 0.0 0.0
H -5.486238 -2.273240 -1.051329 0.0 0.0 0.0
N -1.675897 6.801800 8.849805 0.0 0.0 0.0
C -1.655191 5.898594 8.141549 0.0 -0.2 -0.1
C -1.634011 4.764044 7.246360 0.0 0.3 0.2
C -0.688291 4.707629 6.227766 0.0 -0.1 -0.1
C -0.679543 3.629197 5.358917 0.0 0.1 0.1
C -1.604975 2.614690 5.539710 0.0 -0.3 -0.2
C -2.544246 2.652315 6.556404 0.0 0.1 0.1
C -2.563277 3.741914 7.410728 0.0 -0.1 -0.1
N -1.597732 1.495472 4.644683 0.0 0.2 0.0
C -2.711134 0.848649 4.142620 0.0 -0.1 0.0
C -2.272403 -0.115521 3.294422 0.1 0.1 0.0
N -0.908738 -0.007986 3.290410 0.0 0.0 -0.1
C -0.499317 0.955481 4.094896 -0.1 -0.1 0.0
H 0.027975 5.507743 6.107685 0.0 0.0 0.0
H 0.032271 3.595772 4.545115 0.0 0.0 0.0
H -3.239124 1.836636 6.699099 0.0 0.0 0.0
H -3.286479 3.792278 8.212102 0.0 0.0 0.0
H -3.708931 1.148418 4.402590 0.0 0.0 0.0
H -2.783610 -0.829738 2.672892 0.0 0.0 0.0
H 0.533527 1.181482 4.302401 0.0 0.0 0.0
C -0.365619 3.237782 -5.881518 0.1 0.0 0.0
Ge -2.209857 3.378866 -5.281477 0.0 0.0 0.0
C -3.211699 4.427794 -6.585650 -0.1 0.1 -0.1
C -3.043835 1.639404 -5.034952 0.0 -0.1 0.0
C -2.355250 4.348625 -3.580379 -0.1 0.1 0.1
Se -1.632667 3.487710 -1.986688 0.1 0.1 0.0
C 0.251275 3.850292 -2.306489 0.1 0.0 0.0
H -0.350749 2.876916 -6.910843 0.0 0.0 0.0
H 0.198201 2.535425 -5.269914 0.0 0.0 0.0
H 0.127277 4.210351 -5.855851 0.0 0.0 0.0
H -3.159131 3.969590 -7.573385 0.0 0.0 0.0
H -2.801419 5.435806 -6.657021 0.0 0.0 0.0
H -4.261382 4.501448 -6.300314 0.0 0.0 0.0
H -2.854020 0.988121 -5.887857 0.0 0.0 0.0
H -4.122517 1.749330 -4.918249 0.0 0.0 0.0
H -2.651672 1.160042 -4.137704 0.0 0.0 0.0
H -3.418316 4.471285 -3.360800 0.0 0.0 0.0
H -1.929575 5.351501 -3.638817 0.0 0.0 0.0
H 0.575583 3.400276 -3.241217 0.0 0.0 0.0
H 0.829417 3.399505 -1.497949 0.0 0.0 0.0
H 0.432803 4.922789 -2.309551 0.0 0.0 0.0
```
Forces are in eV/Å.

Entry 2:
Computed, not measured: a structure of composition C47H46Cl3FN2O8STi, with ωB97M-V with the def2-TZVPD basis set.

## Properties
orbital gap (spin up / spin down) = 3.9184 / 6.7277 eV
multiplicity = 3
net charge = -2
largest force on an atom = 2.5 eV/Å
LUMO (spin up / spin down) = 4.04 / 4.03 eV
E_tot = -143088.857 eV
energy above the lowest of the compared OMol25 structures with the same formula, charge and spin = 8.4 kcal per mole

```
109
Properties=species:S:1:pos:R:3:forces:R:3
Ti -0.480757 0.034465 -0.152332 -1.7 0.4 1.7
C -0.183274 -6.798441 -2.767487 0.3 0.1 0.1
C 1.158126 -6.057952 -2.858368 0.1 -0.4 -0.1
C 1.831687 -6.217659 -4.221353 0.0 0.0 0.1
C 0.972778 -5.611512 -5.326498 0.0 0.0 0.1
C 0.324783 -4.317272 -4.896963 -0.1 0.1 -0.2
C -0.332856 -3.540640 -5.870536 0.0 0.1 0.2
C -0.912997 -2.350825 -5.487308 0.0 -0.1 -0.1
F -1.548309 -1.622440 -6.456668 0.1 0.0 0.2
C -0.882931 -1.880164 -4.195667 0.1 -0.1 0.0
C -0.240446 -2.646086 -3.199821 -0.2 0.5 0.3
C -0.181042 -2.190325 -1.838742 0.8 -1.8 -0.8
O -0.815464 -1.125966 -1.476559 -0.8 -0.4 -1.2
C 0.598664 -2.975294 -0.919881 -0.3 0.3 0.1
C 1.109582 -4.165663 -1.325974 0.1 0.1 0.1
N 0.969980 -4.650914 -2.603992 0.1 0.2 0.5
C 0.353214 -3.877720 -3.580403 0.0 0.0 -0.4
C 0.798951 -2.583180 0.541514 0.5 -1.1 -0.2
O 1.545570 -3.288644 1.229844 -0.1 0.1 0.0
O 0.155191 -1.580882 0.971655 0.0 0.7 0.1
H -0.078908 -7.837478 -3.078238 0.0 -0.1 0.0
H -0.922304 -6.310238 -3.398652 -0.1 0.0 -0.1
H -0.543187 -6.764115 -1.741528 -0.1 0.0 0.1
H 1.833425 -6.442446 -2.081687 -0.1 0.1 -0.1
H 2.034424 -7.274726 -4.417189 0.0 0.1 0.0
H 2.784212 -5.687042 -4.180389 0.1 0.0 0.0
H 0.200545 -6.326697 -5.632927 0.0 0.0 0.0
H 1.601214 -5.427683 -6.205298 -0.1 0.0 0.0
H -0.397061 -3.873480 -6.895802 0.0 0.0 -0.1
H -1.306856 -0.929658 -3.925474 -0.1 0.2 0.0
H 1.674853 -4.778952 -0.639465 0.0 0.0 0.1
C 2.578160 -0.329666 6.535207 -0.2 0.0 -0.1
C 1.330136 -0.662029 5.700227 0.1 -0.2 0.2
C 1.619357 -1.936720 4.905535 0.0 0.2 0.1
C 0.138541 -0.945801 6.626586 0.1 0.0 -0.1
C 0.964384 0.527495 4.818608 0.0 0.0 0.1
C 0.809281 1.781200 5.424402 0.0 0.2 0.0
C 0.438371 2.896317 4.686168 0.1 -0.2 0.1
C 0.174204 2.739329 3.345978 -0.1 -0.2 -0.6
S -0.380409 3.950617 2.216149 0.0 -0.4 -0.2
C -0.558454 2.662460 0.996729 -0.1 1.1 0.3
N -0.129847 1.460192 1.412308 -0.1 -0.1 -0.5
C 0.271688 1.480691 2.702584 0.4 0.3 1.3
C 0.718982 0.388852 3.464274 0.0 0.1 -0.3
C -1.177936 2.861173 -0.250509 0.1 -0.2 0.1
C -1.652193 4.118666 -0.674175 0.0 0.1 0.0
C -2.305709 4.221426 -1.879128 0.1 0.4 0.2
C -2.492131 3.089866 -2.667336 0.0 -0.5 -0.3
C -2.002606 1.852654 -2.248459 -0.2 0.1 -0.4
C -1.328518 1.685096 -1.048103 0.1 0.8 0.2
H 2.897354 -1.205196 7.101167 0.0 -0.1 0.1
H 2.391340 0.478556 7.238406 0.0 0.1 0.1
H 3.393939 -0.022618 5.882616 0.1 0.0 0.0
H 1.916670 -2.737659 5.583241 0.0 0.0 0.1
H 2.423076 -1.781091 4.194938 0.1 0.0 -0.2
H 0.744717 -2.272716 4.358924 0.0 0.0 -0.1
H 0.393173 -1.710848 7.360564 0.0 -0.1 0.1
H -0.702379 -1.296340 6.032842 -0.2 0.0 0.0
H -0.170051 -0.046774 7.155013 0.0 0.1 0.1
H 0.956234 1.909107 6.487703 0.1 -0.1 0.1
H 0.328768 3.866238 5.151901 0.0 0.0 0.1
H 0.845586 -0.548488 2.948643 -0.1 -0.2 0.0
H -1.507908 4.986572 -0.038615 0.0 0.1 -0.1
H -2.672408 5.186078 -2.215800 0.0 0.0 0.0
H -3.016777 3.177557 -3.612752 0.0 0.0 0.0
H -2.149563 0.992363 -2.894842 0.0 0.0 0.0
C 7.221555 1.979477 -2.247300 -0.1 -0.1 0.0
C 5.752692 1.650115 -2.212249 0.0 0.0 0.0
C 4.864135 2.445190 -1.502727 0.1 -0.1 -0.1
C 3.515776 2.127864 -1.410567 -0.1 -0.2 0.0
C 2.582928 2.975634 -0.603439 -0.1 -0.1 0.1
C 3.054118 0.980133 -2.057441 0.0 0.1 0.1
C 3.923087 0.183348 -2.805994 -0.1 0.0 0.0
C 3.405485 -1.047930 -3.488867 0.0 0.0 -0.1
C 5.266129 0.528388 -2.873654 0.0 0.1 0.1
C 1.593194 0.605579 -1.918072 0.4 0.2 -1.7
O 0.862980 0.548440 -2.899999 0.5 0.1 0.1
O 1.231324 0.378795 -0.713421 1.7 0.1 -0.1
H 7.409135 2.968815 -1.830958 0.0 0.0 0.0
H 7.603013 1.952992 -3.268593 0.1 0.0 0.0
H 7.785334 1.249946 -1.661118 0.1 0.0 0.0
H 5.230978 3.332040 -1.000928 0.0 0.1 0.1
H 3.053097 3.917296 -0.321542 0.0 0.1 0.0
H 2.305404 2.424284 0.297213 0.0 0.1 0.0
H 1.658862 3.177889 -1.145872 0.0 0.1 0.0
H 2.488531 -0.814300 -4.024730 -0.1 -0.1 -0.1
H 3.154223 -1.807916 -2.748354 0.0 -0.2 0.0
H 4.140231 -1.458465 -4.181349 0.0 0.0 0.0
H 5.955175 -0.087347 -3.441962 0.0 -0.1 0.0
Cl -2.748678 0.344269 3.256192 -0.2 0.1 0.4
C -2.952581 -1.302987 2.659034 0.2 0.3 -0.5
Cl -1.628756 -2.302990 3.239498 0.1 -0.4 0.3
Cl -4.479263 -1.962912 3.233533 -0.4 -0.1 0.1
C -2.875106 -1.308121 1.054847 -0.9 -0.9 1.0
O -3.424182 -2.230026 0.493907 0.1 -0.1 -0.2
O -2.256018 -0.316640 0.632496 0.0 0.5 -0.3
C 4.666437 -0.348570 2.925645 0.0 0.1 0.0
C 4.307267 -1.476554 1.948688 -0.2 0.1 -0.1
C 3.741033 -0.713728 0.750077 0.2 -0.3 -0.2
O 3.124799 0.422807 1.299390 -0.2 0.1 0.2
C 3.981839 0.889934 2.307701 0.2 0.2 0.2
H 5.745124 -0.198951 2.993316 0.0 0.0 0.1
H 4.286824 -0.554244 3.924617 0.0 0.0 0.1
H 3.526374 -2.121189 2.348787 0.0 -0.1 0.0
H 5.164686 -2.089454 1.676743 0.0 -0.1 0.0
H 2.987918 -1.271118 0.198109 0.1 0.0 0.0
H 4.549572 -0.408381 0.066061 0.0 0.0 0.0
H 3.374768 1.452818 3.019408 0.1 0.0 0.0
H 4.741286 1.559764 1.866728 -0.1 0.0 0.1
```
Forces are in eV/Å.